Here is a molecular structure, C4H13NO3Tl in a non-equilibrium geometry from the OMol25 dataset. Energies are from ωB97M-V/def2-TZVPD.

Last column: Löwdin charge in e.
Geometry (Å):
1 Tl 0.254 1.302 2.229  1.374
2 O -2.443 1.448 1.965  -0.235
3 H -2.921 1.017 2.694  -0.013
4 O 2.442 2.728 1.321  -0.285
5 H 2.736 3.321 2.033  -0.021
6 C 1.127 -0.091 -2.317  -0.029
7 C 0.391 0.117 -0.998  -0.405
8 C -0.110 -1.189 -0.428  -0.211
9 O -0.927 -0.795 0.637  -0.312
10 C -2.104 -1.599 0.792  -0.061
11 N 1.277 0.752 -0.010  -0.012
12 H 1.413 0.860 -2.760  0.091
13 H 0.662 -0.725 -3.073  0.095
14 H 1.991 -0.714 -2.047  0.093
15 H -0.487 0.751 -1.141  0.158
16 H 0.720 -1.794 -0.036  0.145
17 H -0.575 -1.795 -1.207  0.144
18 H -2.899 -1.324 0.100  0.105
19 H -2.449 -1.421 1.807  0.083
20 H -1.875 -2.660 0.687  0.100
21 H 1.662 1.634 -0.342  0.081
22 H 2.114 0.178 0.095  0.113

Properties
Kohn-Sham gap = 5.079 eV
HOMO level = -13.9 eV
Charge = +1



Here is 2 unconnected molecules or ions with the total composition C4H13NOP in a non-equilibrium geometry from the OMol25 dataset. Energies are from ωB97M-V/def2-TZVPD.

Last column: Löwdin charge in e.
Geometry (Å):
1 C 0.956 -1.681 0.161  -0.002
2 C -1.212 -1.048 0.912  0.037
3 C 0.744 2.381 0.075  0.042
4 C 0.663 0.388 1.351  -0.122
5 N 0.279 -0.949 1.191  -0.179
6 O 0.388 1.121 0.251  -0.147
7 P -0.715 0.403 -2.297  0.802
8 H 0.642 -2.674 0.117  0.106
9 H 0.595 -1.306 -0.768  0.028
10 H 1.975 -1.492 0.309  0.112
11 H -1.344 -0.548 -0.070  0.026
12 H -1.589 -2.027 1.084  0.102
13 H -1.682 -0.404 1.684  0.122
14 H 1.211 2.919 0.948  0.118
15 H -1.901 1.206 -2.373  -0.086
16 H 0.242 2.908 -0.704  0.070
17 H 1.050 0.773 2.333  0.179
18 H 0.597 -1.410 1.993  0.168
19 H 0.128 1.269 -2.606  -0.220
20 H -1.027 0.171 -3.591  -0.156

Properties
Kohn-Sham gap (alpha / beta) = 9.109 / 8.040 eV
HOMO level (alpha / beta) = -12.7 / -12.2 eV
Charge = +1



Here is 2 unconnected molecules or ions with the total composition C4H13NOS2 in a non-equilibrium geometry from the OMol25 dataset. Energies are from ωB97M-V/def2-TZVPD.

Last column: Löwdin charge in e.
Geometry (Å):
1 C 1.267 0.400 -2.045  -0.145
2 N 0.642 -0.668 -1.272  -0.096
3 C 0.782 -0.537 0.205  -0.478
4 C -0.004 -1.628 0.910  -0.053
5 C 0.266 0.849 0.574  -0.555
6 S 0.790 1.381 2.211  0.442
7 S -0.874 1.622 3.326  0.304
8 H 1.396 -0.022 -3.046  0.080
9 H 2.233 0.814 -1.752  0.085
10 H 0.512 1.173 -2.185  0.071
11 H 1.084 -1.557 -1.478  0.105
12 H 1.832 -0.598 0.493  0.123
13 H -0.725 -2.085 0.283  0.066
14 H -0.642 -1.162 1.669  0.062
15 H 0.593 -2.384 1.411  0.079
16 H 0.636 1.648 -0.068  0.052
17 H -0.814 0.837 0.428  0.061
18 H -1.180 0.375 3.727  -0.199
19 O -2.850 0.444 -0.797  -0.068
20 H -2.073 -0.043 -1.127  0.021
21 H -2.869 1.141 -1.466  0.041

Properties
Kohn-Sham gap = 9.599 eV
Structure (SMILES) = CN[C@H](C)CSS.O
HOMO level = -8.9 eV



Here is 4 unconnected molecules or ions with the total composition C4H13NOS2 in a non-equilibrium geometry from the OMol25 dataset. Energies are from ωB97M-V/def2-TZVPD.

Last column: Löwdin charge in e.
Geometry (Å):
1 S -3.561 2.080 -1.440  0.138
2 S 2.367 -1.626 1.495  0.643
3 C 1.723 -0.038 2.091  -0.628
4 C 1.261 0.914 0.933  -0.280
5 N -0.156 0.768 0.545  -0.093
6 C -0.780 1.110 -0.769  -0.321
7 C -0.701 0.056 -1.873  -0.104
8 H 0.377 -2.129 1.706  0.198
9 H 0.896 -0.289 2.820  0.060
10 H 2.536 0.520 2.568  0.055
11 H 1.479 1.957 1.188  0.105
12 H 1.633 0.611 -0.038  0.095
13 H -0.814 0.955 1.292  0.103
14 H -0.534 2.205 -1.122  0.132
15 H -1.917 1.249 -0.647  -0.095
16 H -1.366 -0.798 -1.483  0.116
17 H -1.160 0.502 -2.688  0.025
18 H 0.284 -0.263 -2.157  0.063
19 H 0.899 -3.765 -1.198  0.030
20 H 1.696 -2.753 -0.309  -0.100
21 O 0.898 -2.862 -0.867  -0.144

Properties
Kohn-Sham gap = 5.820 eV
HOMO level = -8.9 eV